Entry 1:
Computed, not measured: a cluster of 2 separate species, C6H15BrOSi in total at a distorted geometry, with the ωB97M-V functional and the def2-TZVPD basis.

XYZ file:
```
24
Properties=species:S:1:pos:R:3:forces:R:3
C 3.255 -1.583 -0.587 -1.154 4.037 -1.488
C -0.591 -0.592 2.940 -1.625 -2.979 -2.673
C -5.223 1.547 -1.055 0.592 -2.176 -2.571
C 2.342 -0.379 -0.143 2.101 1.598 -1.008
C 1.495 0.300 -1.220 -0.177 0.103 1.059
C 0.382 1.261 -0.739 -0.837 -1.971 0.273
O -0.407 0.243 1.838 1.980 1.028 -0.025
Si -1.029 0.366 0.350 1.127 1.301 -0.656
Br -1.405 -1.681 -0.377 -0.103 -0.672 -0.328
H 2.609 -2.259 -1.060 -0.763 -1.045 -1.143
H 3.941 -1.086 -1.285 0.443 -1.058 0.116
H 3.646 -2.081 0.224 1.427 -0.702 1.728
H -0.028 -0.470 3.821 1.546 0.553 0.446
H -0.570 -1.708 2.524 0.001 2.113 1.364
H -1.573 -0.306 3.171 -1.806 -0.624 1.275
H -5.359 2.317 -1.772 -0.333 1.485 0.439
H -4.969 0.680 -1.731 -0.311 0.331 1.492
H -4.871 1.567 -0.059 0.086 0.346 0.654
H 2.905 0.515 0.291 -0.173 -1.481 -0.117
H 1.786 -0.794 0.613 -1.938 -0.454 1.930
H 2.071 0.767 -1.982 1.242 1.156 -0.168
H 1.053 -0.380 -1.880 -1.279 -1.802 -0.525
H -0.104 1.586 -1.626 -0.756 0.317 -0.897
H 0.645 2.170 -0.257 0.712 0.595 0.823
```
Positions in Å, forces in eV/Å.

- ΔE to the lowest compared entry with this formula, charge and spin: 4.3 kcal/mol
- Gap between HOMO and LUMO (spin up / spin down): 8.1450 / 7.5784 eV

Entry 2:
Computed, not measured: a structure of composition C6H15CdO3 at a distorted geometry, with the ωB97M-V functional and the def2-TZVPD basis.

XYZ file:
```
25
Properties=species:S:1:pos:R:3:forces:R:3
H 0.798 -0.184 -1.190 0.489 -0.310 0.304
C -1.159 -3.067 0.205 -0.309 -0.948 -0.058
O -0.275 -2.020 0.589 -0.303 -1.430 0.698
C 1.110 -2.327 0.463 0.792 -0.458 -0.372
C 1.891 -1.082 0.815 0.773 -0.461 0.138
O 1.312 0.021 0.105 2.075 -0.718 -1.278
C 0.845 1.780 0.857 0.780 3.475 1.284
C -0.009 2.608 -0.072 0.616 0.086 -0.131
O -1.208 1.854 -0.337 -0.994 1.338 0.068
C -2.143 2.429 -1.229 -0.489 0.369 -0.683
Cd -0.734 -0.048 0.212 -2.070 -0.258 0.022
H -2.153 -2.643 0.030 0.221 -0.074 0.090
H -0.806 -3.549 -0.718 -0.087 0.180 0.216
H -1.213 -3.812 1.009 -0.016 0.146 -0.235
H 1.305 -2.599 -0.587 -0.030 -0.057 0.311
H 1.373 -3.164 1.124 -0.179 0.173 -0.129
H 2.948 -1.180 0.542 -0.249 -0.193 0.028
H 1.853 -0.906 1.898 -0.130 0.204 -0.238
H 1.889 2.108 0.762 -0.276 -0.538 -0.322
H 0.664 1.968 1.925 -0.574 -0.453 -0.117
H 0.497 2.791 -1.033 -0.110 -0.026 0.313
H -0.314 3.569 0.368 0.019 -0.228 -0.016
H -3.068 1.841 -1.175 0.256 0.345 0.106
H -2.309 3.477 -0.942 -0.151 -0.337 -0.168
H -1.759 2.367 -2.255 -0.055 0.172 0.170
```
Positions in Å, forces in eV/Å.

- Gap between HOMO and LUMO (spin up / spin down): 6.6999 / 6.3389 eV
- Total charge: +1

Entry 3:
Computed, not measured: a structure of composition C6H15CsO3 at a distorted geometry, with the ωB97M-V functional and the def2-TZVPD basis.

XYZ file:
```
25
Properties=species:S:1:pos:R:3:forces:R:3
C -3.306 -2.034 1.304 -0.088 -0.263 0.285
C -3.426 -1.303 -0.013 1.100 -0.325 -0.877
O -3.413 0.100 0.202 1.965 2.929 -1.305
Cs -4.043 2.138 2.894 0.095 -0.227 -0.333
H -3.174 -3.110 1.130 -0.094 0.212 0.026
H -2.431 -1.689 1.876 -0.240 -0.024 -0.228
H -4.208 -1.915 1.923 0.234 0.022 -0.172
H -4.308 -1.616 -0.594 0.039 0.264 0.352
H -2.558 -1.529 -0.656 -0.266 -0.258 0.266
O -0.747 2.075 -0.101 -0.278 -0.015 -0.011
C 0.545 2.057 -0.516 0.169 0.407 0.032
C 1.349 0.836 -0.116 0.021 -0.334 0.088
C 2.722 0.812 -0.779 0.109 0.182 -0.125
C 3.482 -0.462 -0.463 -0.102 -0.299 0.170
O 4.747 -0.410 -1.097 -0.058 0.180 -0.045
H -2.667 0.624 -0.364 -2.599 -2.276 1.987
H 1.034 3.011 -0.213 -0.079 -0.247 -0.044
H 0.495 2.192 -1.625 -0.006 -0.155 0.175
H 0.773 -0.067 -0.376 0.132 0.214 0.004
H 1.472 0.826 0.978 -0.099 0.032 -0.228
H 3.308 1.678 -0.435 -0.061 -0.211 -0.147
H 2.614 0.902 -1.871 0.075 -0.024 0.241
H 2.907 -1.333 -0.820 0.066 0.178 0.066
H 3.598 -0.572 0.629 -0.049 0.070 -0.183
H 5.236 -1.212 -0.897 0.012 -0.029 0.007
```
Positions in Å, forces in eV/Å.

- Gap between HOMO and LUMO (spin up / spin down): 8.7754 / 7.7804 eV
- Expectation value of S²: 0.754
- 2S+1: 2
- Total charge: +1

Entry 4:
Computed, not measured: an isolated molecule of C6H15F2N3 at a distorted geometry, with the ωB97M-V functional and the def2-TZVPD basis.

XYZ file:
```
26
Properties=species:S:1:pos:R:3:forces:R:3
N -3.524 1.515 -1.039 -1.625 -2.050 -1.838
C -2.942 1.579 0.424 -1.967 1.591 -1.353
C -2.416 0.092 0.787 0.459 2.023 -1.245
C -1.400 -0.125 -0.406 2.455 -0.103 2.707
N -0.253 0.947 -0.412 -4.579 -0.433 2.912
C 0.897 0.464 -0.962 1.598 -0.004 -3.051
C 1.866 -0.419 -0.249 2.745 0.081 2.566
F 2.815 -0.601 -1.207 0.502 -0.515 0.094
F 2.614 0.221 0.877 -1.281 0.091 -1.842
C 1.591 -1.792 0.419 0.770 2.250 1.085
N 0.818 -1.610 1.679 -0.394 -2.894 0.442
H -2.881 1.311 -2.080 -2.279 0.635 4.949
H -4.442 0.801 -1.036 3.507 2.365 -0.260
H -2.247 2.488 0.336 -0.096 -2.081 0.420
H -3.824 2.156 1.062 1.875 -2.276 -1.384
H -3.244 -0.639 0.717 0.264 0.559 -0.207
H -1.943 -0.109 1.799 -0.223 0.681 -1.258
H -0.886 -1.044 -0.147 -0.060 -0.536 -0.228
H -1.720 -0.162 -1.394 -1.239 -0.242 -1.273
H -0.217 0.975 0.604 0.924 0.959 0.047
H 0.598 -0.200 -1.803 0.181 0.166 0.142
H 1.459 1.290 -1.548 -0.323 -1.191 1.357
H 1.003 -2.231 -0.334 -0.684 -1.668 -0.547
H 2.615 -2.214 0.598 -1.006 0.034 -0.567
H 0.661 -2.606 2.104 0.162 2.346 -1.168
H 1.350 -1.155 2.415 0.312 0.213 -0.501
```
Positions in Å, forces in eV/Å.

- ΔE to the lowest compared entry with this formula, charge and spin: 23.7 kcal/mol
- Gap between HOMO and LUMO: 9.5275 eV

Entry 5:
Computed, not measured: a structure of composition C6H15F3O5Si2 at a distorted geometry, with the ωB97M-V functional and the def2-TZVPD basis.

XYZ file:
```
31
Properties=species:S:1:pos:R:3:forces:R:3
C -4.822 1.749 1.195 -0.311 0.449 -0.464
O -4.023 0.640 1.604 0.131 0.816 -0.325
C -2.761 0.663 0.943 0.528 0.065 -0.106
Si -1.455 -0.441 1.827 -1.876 -0.730 0.927
O -1.495 -0.132 3.528 0.196 -0.269 -2.207
O -1.766 -2.121 1.546 2.548 1.661 1.011
Si -0.293 -2.966 1.890 -1.280 -0.547 -0.405
H -4.211 2.680 1.060 -0.280 -0.716 0.199
H -5.602 1.986 1.952 0.553 -0.521 -0.439
H -5.309 1.546 0.205 0.279 0.088 0.730
H -2.831 0.413 -0.153 -0.090 0.074 0.812
H -2.339 1.711 0.969 -0.223 -0.749 0.014
H -0.151 -0.069 1.273 0.043 0.110 0.742
H -1.241 0.798 3.592 -0.033 -0.021 0.476
H -0.246 -3.498 3.259 -0.185 0.103 0.168
H -0.220 -4.139 0.989 -0.048 0.173 -0.065
H 0.893 -2.120 1.709 0.007 0.173 -0.094
C 4.447 -0.419 -2.839 -0.289 -0.258 -0.012
C 3.993 0.841 -2.129 0.753 -0.096 -0.140
O 2.560 0.963 -2.143 -0.578 0.083 0.111
C 1.904 0.177 -1.291 1.212 0.199 -0.231
O 2.417 -0.597 -0.540 -0.418 -0.186 0.283
C 0.403 0.425 -1.385 -1.309 0.102 -0.241
F -0.034 0.410 -2.647 0.289 -0.074 -0.181
F 0.069 1.617 -0.875 0.314 0.158 0.159
F -0.301 -0.495 -0.719 0.436 -0.288 -0.806
H 4.049 -0.447 -3.855 0.114 0.111 -0.009
H 5.535 -0.465 -2.880 -0.025 0.077 -0.004
H 4.085 -1.314 -2.331 0.093 0.075 0.075
H 4.380 1.715 -2.653 -0.328 0.055 0.007
H 4.367 0.888 -1.105 -0.222 -0.118 0.017
```
Positions in Å, forces in eV/Å.

- Gap between HOMO and LUMO: 10.4247 eV

Entry 6:
Computed, not measured: a structure of composition C6H15F4Li2N2O12PS4 at a distorted geometry, with the ωB97M-V functional and the def2-TZVPD basis.

XYZ file:
```
46
Properties=species:S:1:pos:R:3:forces:R:3
Li -1.636 0.655 -3.916 0.039 0.122 -0.747
Li -0.444 0.369 -1.945 1.420 -0.576 1.787
N 0.456 0.665 -3.616 2.162 1.888 -2.772
S 1.210 2.002 -4.322 -0.029 4.232 0.492
O 1.341 1.964 -5.742 -0.532 -0.857 0.420
O 2.305 2.561 -3.596 -0.681 -0.911 0.214
F 0.049 3.041 -4.052 -0.551 -0.462 0.031
S 1.641 -0.340 -4.191 0.463 -6.298 2.395
O 2.921 -0.196 -3.542 -1.296 0.908 -1.533
O 1.469 -0.881 -5.505 0.206 1.382 0.557
F 1.042 -1.560 -3.297 -0.233 0.221 -0.150
N -2.273 0.839 -2.099 -1.611 3.194 1.435
S -2.612 2.136 -1.030 3.465 5.476 -0.539
O -1.651 2.296 0.007 -0.255 -1.169 -0.245
O -3.952 2.520 -0.765 0.119 -0.953 -0.784
F -2.016 3.212 -2.107 -0.948 -0.711 0.361
S -3.312 -0.080 -1.397 -2.612 -8.051 1.149
O -4.722 0.029 -1.611 1.359 0.667 -0.837
O -2.911 -0.549 -0.104 0.090 1.414 0.036
F -2.825 -1.370 -2.270 -0.401 0.385 -0.624
C 3.361 0.842 -0.081 0.781 1.005 0.107
C 2.587 1.385 1.119 -0.830 0.388 -0.573
O 1.868 0.311 1.760 -0.511 -0.270 0.036
P 0.503 -0.285 1.189 1.541 -0.978 0.386
O 0.259 -0.104 -0.254 -0.236 0.252 -0.135
O 0.773 -1.804 1.632 0.262 0.486 -0.668
C -0.212 -2.808 1.791 -2.268 -0.828 1.606
C 0.141 -3.737 2.981 0.671 0.589 -0.904
O -0.620 0.297 2.103 0.560 -0.209 -0.376
C -0.413 0.347 3.528 -0.288 0.821 0.884
C -1.575 -0.401 4.139 -1.448 1.398 1.841
H 2.912 1.078 -1.044 -0.264 -0.226 0.097
H 4.340 1.330 -0.102 -0.005 0.016 -0.050
H 3.580 -0.220 -0.008 -0.321 -0.062 0.135
H 3.169 1.935 1.859 0.435 -0.887 0.262
H 1.851 2.165 0.889 -0.022 -0.219 -0.676
H -1.150 -2.316 2.061 -0.078 0.120 -0.228
H -0.488 -3.480 0.977 0.875 0.723 -0.894
H -0.459 -3.510 3.858 0.433 0.206 0.227
H 0.014 -4.797 2.769 -0.112 0.056 -0.259
H 1.215 -3.551 3.064 -0.062 -0.253 0.879
H 0.573 0.100 3.930 0.045 -1.119 -0.784
H -0.350 1.414 3.776 -0.971 -0.013 -0.104
H -2.024 0.137 4.993 0.925 0.311 0.289
H -2.494 -0.265 3.565 0.405 -0.864 -0.869
H -1.442 -1.375 4.604 0.309 -0.341 -0.872
```
Positions in Å, forces in eV/Å.

- ΔE to the lowest compared entry with this formula, charge and spin: 82.7 kcal/mol
- Gap between HOMO and LUMO: 10.3961 eV

Entry 7:
Computed, not measured: a structure of composition C6H15InO3 at a distorted geometry, with the ωB97M-V functional and the def2-TZVPD basis.

XYZ file:
```
25
Properties=species:S:1:pos:R:3:forces:R:3
H 0.274 2.463 1.122 -0.948 -0.728 -2.259
O -0.924 0.617 -1.820 -0.321 -0.670 0.402
C -0.550 -0.625 -2.401 0.403 -0.433 -1.400
C -0.277 -1.655 -1.339 -0.524 -1.422 -0.260
O 0.212 -1.010 -0.181 0.587 0.346 -0.379
C 0.508 -1.771 0.979 -0.261 -1.268 0.505
C 0.975 -0.841 2.071 1.188 -0.502 1.718
O 0.318 0.405 1.987 0.238 1.494 2.369
C 0.751 1.598 2.987 0.105 -2.549 1.335
In -0.257 0.933 0.098 0.358 4.884 0.973
H 0.347 -0.461 -3.017 -0.296 0.052 0.058
H -1.380 -0.972 -3.034 0.346 0.062 0.072
H 0.495 -2.356 -1.685 -0.418 0.039 -0.014
H -1.204 -2.185 -1.071 0.326 -0.037 -0.014
H 1.311 -2.472 0.714 -0.341 0.012 0.296
H -0.411 -2.297 1.279 0.297 -0.025 -0.163
H 2.067 -0.709 2.016 -0.306 0.129 0.040
H 0.720 -1.281 3.048 0.327 -0.152 -0.358
H 0.062 2.449 3.002 0.336 -0.236 -0.932
H 0.585 1.168 3.985 -0.124 -0.350 -0.352
H 1.842 1.734 2.954 -0.580 0.364 -0.804
C -1.297 1.625 -2.752 -0.331 1.128 -1.121
H -1.640 2.487 -2.172 -0.023 -0.168 -0.229
H -0.431 1.911 -3.366 -0.205 -0.122 0.205
H -2.096 1.244 -3.402 0.169 0.151 0.312
```
Positions in Å, forces in eV/Å.

- ΔE to the lowest compared entry with this formula, charge and spin: 0.0 kcal/mol
- Gap between HOMO and LUMO: 9.9488 eV
- Total charge: +2

Entry 8:
Computed, not measured: the ion C6H15N with charge -1 at a distorted geometry, with the ωB97M-V functional and the def2-TZVPD basis.

XYZ file:
```
22
Properties=species:S:1:pos:R:3:forces:R:3
C -0.747 1.405 -1.275 0.750 2.877 2.202
C -0.954 0.012 -0.776 -2.007 -1.047 0.431
C 0.134 -0.239 0.278 -0.006 -2.308 1.303
C -0.252 0.584 1.516 0.712 -0.946 0.298
C 1.652 -0.237 -0.221 -2.347 -1.025 -0.679
C 2.475 -1.429 0.343 1.592 1.399 1.892
N -2.279 -0.081 -0.011 -0.561 -1.087 -1.485
H -0.782 2.282 -0.380 -0.612 -2.552 -1.958
H 0.386 1.430 -1.328 -1.279 0.607 -1.801
H -1.521 1.769 -2.017 1.566 -0.483 0.158
H -0.969 -0.789 -1.632 0.368 1.477 1.248
H 0.030 -1.259 0.773 -0.338 0.530 -1.355
H -1.325 0.395 1.675 0.543 0.842 -0.163
H 0.207 0.075 2.357 0.635 0.406 0.528
H 0.055 1.613 1.427 -0.154 0.487 0.376
H 1.567 -0.402 -1.311 0.222 0.533 0.292
H 1.923 0.788 0.021 1.214 -0.180 -0.183
H 3.496 -1.652 -0.174 -2.007 0.339 0.596
H 1.884 -2.338 0.562 0.246 0.374 -0.787
H 2.755 -1.076 1.393 -0.011 -0.627 -1.017
H -2.474 -1.104 0.047 0.066 0.546 0.090
H -3.131 0.262 -0.524 1.410 -0.163 0.013
```
Positions in Å, forces in eV/Å.

- ΔE to the lowest compared entry with this formula, charge and spin: 44.4 kcal/mol
- Gap between HOMO and LUMO (spin up / spin down): 2.6501 / 9.1536 eV
- Expectation value of S²: 0.750
- 2S+1: 2
- Total charge: -1

Entry 9:
Computed, not measured: an isolated molecule of C6H15N at a distorted geometry, with the ωB97M-V functional and the def2-TZVPD basis.

XYZ file:
```
22
Properties=species:S:1:pos:R:3:forces:R:3
C -0.550 2.094 -0.499 -0.154 0.282 0.154
C -0.491 0.729 -1.145 2.808 0.710 -4.746
C 0.573 -0.246 -0.839 -2.226 -1.837 5.988
C 1.987 0.223 -0.563 -0.038 -0.069 0.057
N -0.090 -0.910 0.621 2.068 -1.177 -1.601
C -0.557 -0.214 1.796 0.489 0.354 -0.517
C -0.730 -2.202 0.473 0.318 0.241 -0.257
H -1.440 2.183 0.125 0.052 0.002 0.027
H -0.601 2.881 -1.259 -0.071 -0.131 0.154
H 0.309 2.320 0.134 -0.010 -0.095 -0.063
H -1.460 0.282 -1.360 0.216 -0.096 0.100
H 0.136 0.779 -2.196 -2.442 1.390 0.801
H 0.550 -1.092 -1.527 -0.087 0.004 0.282
H 2.510 0.453 -1.497 -0.071 0.056 0.025
H 2.541 -0.567 -0.048 -0.160 0.040 -0.180
H 2.029 1.105 0.079 -0.106 -0.056 -0.097
H -0.007 0.720 1.952 -0.153 -0.003 -0.125
H -0.372 -0.810 2.704 -0.070 -0.070 -0.219
H -1.636 -0.001 1.759 -0.084 0.163 0.071
H -0.339 -2.755 -0.391 0.002 0.207 0.104
H -0.544 -2.848 1.346 -0.121 0.157 -0.020
H -1.819 -2.123 0.335 -0.160 -0.070 0.062
```
Positions in Å, forces in eV/Å.

- ΔE to the lowest compared entry with this formula, charge and spin: 66.9 kcal/mol
- Gap between HOMO and LUMO: 8.2190 eV

Number 1: electronic energy -3176.24709 hartree. Number 2: electronic energy -630.53544 hartree. Number 3: electronic energy -483.17360 hartree. Number 4: electronic energy -601.46286 hartree. Number 5: electronic energy -1492.47769 hartree. Number 6: electronic energy -3598.74887 hartree. Number 7: electronic energy -652.69165 hartree. Number 8: electronic energy -292.22764 hartree. Number 9: electronic energy -292.26241 hartree.